No. 1
102
Properties=species:S:1:pos:R:3:lowdin_charge:R:1 method="wB97M-V/def2-TZVPD" total_charge=-1 lumo_ev=2.16 homo_lumo_gap_ev=8.32 total_energy_ha=-5757.89619 homo_energy_ev=-6.156
O -3.5506 1.0925 -3.0718 0.111
C -4.3226 0.8175 -2.2012 -0.418
C -4.1179 1.2208 -0.7722 -0.133
C -2.6555 1.2713 -0.3537 -0.112
C -2.0344 -0.1328 -0.0423 -0.458
C -1.1377 -0.1346 1.2087 -0.119
C -1.6724 -0.5634 2.6025 -0.265
C -3.1514 -0.7934 2.8396 -0.603
Br -4.2527 0.7915 2.7124 0.696
O -2.9933 -1.1348 -0.1539 -0.160
Al -2.1035 -2.6835 -0.4256 -0.064
S -1.6588 -3.8714 1.4554 0.432
O -0.7298 -1.8057 -1.1782 -0.181
C -1.0665 -0.4343 -1.2644 -0.240
C 0.2589 0.3442 -1.3561 -0.424
F 0.2320 1.5710 -0.7872 0.120
F 1.2630 -0.3695 -0.8028 0.101
C 0.6306 0.5266 -2.8289 -0.292
F -0.2733 1.3619 -3.4056 0.075
F 1.8420 1.1160 -2.9456 0.083
N -5.5461 0.0984 -2.4609 0.111
C -5.4737 -0.7703 -3.5848 -0.267
C -4.6949 -1.9216 -3.5282 -0.010
C -4.6276 -2.7867 -4.6134 -0.070
C -5.3281 -2.5064 -5.7827 -0.104
C -6.1098 -1.3576 -5.8528 -0.094
C -6.1824 -0.5042 -4.7541 -0.057
H -4.5089 2.2404 -0.6899 0.130
H -4.7385 0.5968 -0.1458 0.073
H -2.5915 1.9158 0.5176 0.088
H -2.1185 1.7541 -1.1622 0.106
H -0.2935 -0.7842 0.9900 0.099
H -0.7151 0.8611 1.2987 0.104
H -1.1706 -1.4880 2.8821 0.069
H -1.3489 0.1743 3.3364 0.093
H -3.2746 -1.1405 3.8589 0.052
H -3.5226 -1.5890 2.2082 0.034
H -2.7800 -3.6821 -1.4705 -0.048
H -1.6504 -5.1110 0.9557 -0.226
H -1.7016 -0.3712 -2.1459 0.142
H 0.5989 -0.4151 -3.3702 0.172
H -6.2842 0.7767 -2.6136 0.131
H -4.1529 -2.1443 -2.6201 0.071
H -4.0276 -3.6809 -4.5534 0.102
H -5.2652 -3.1841 -6.6188 0.091
H -6.6514 -1.1225 -6.7551 0.093
H -6.8092 0.3788 -4.8107 0.103
N 3.8697 -1.3067 3.9203 0.055
C 3.3003 -0.5036 4.8168 -0.164
C 2.3548 0.4596 4.4971 -0.070
C 1.9803 0.5999 3.1704 -0.069
C 2.5614 -0.2265 2.2226 -0.052
C 3.4932 -1.1594 2.6506 -0.176
H 3.6244 -0.6422 5.8430 0.098
H 1.9262 1.0842 5.2690 0.099
H 1.2470 1.3409 2.8775 0.106
H 2.2975 -0.1519 1.1780 0.089
H 3.9693 -1.8284 1.9420 0.099
N -5.1861 4.2239 -7.3665 0.040
C -4.0849 4.9281 -7.1120 -0.174
C -3.1240 4.5488 -6.1860 -0.076
C -3.3189 3.3726 -5.4793 -0.065
C -4.4576 2.6266 -5.7290 -0.062
C -5.3535 3.0939 -6.6788 -0.158
H -3.9718 5.8436 -7.6839 0.095
H -2.2468 5.1606 -6.0237 0.097
H -2.5956 3.0364 -4.7466 0.101
H -4.6394 1.7025 -5.1993 0.073
H -6.2566 2.5369 -6.9078 0.097
N -1.0490 -6.6333 5.0971 0.053
C -0.6954 -5.4704 4.5472 -0.152
C 0.0076 -4.4852 5.2269 -0.064
C 0.3595 -4.7150 6.5455 -0.088
C -0.0027 -5.9177 7.1327 -0.090
C -0.7015 -6.8375 6.3667 -0.173
H -0.9852 -5.3109 3.5143 0.019
H 0.2697 -3.5628 4.7264 0.099
H 0.9080 -3.9697 7.1082 0.101
H 0.2510 -6.1392 8.1608 0.093
H -1.0014 -7.7922 6.7872 0.096
N 7.7115 0.5218 2.1662 0.061
C 8.7820 0.2944 1.4070 -0.164
C 8.7413 -0.3710 0.1914 -0.080
C 7.5173 -0.8336 -0.2633 -0.077
C 6.3924 -0.6119 0.5128 -0.058
C 6.5414 0.0678 1.7124 -0.156
H 9.7217 0.6692 1.8000 0.101
H 9.6461 -0.5218 -0.3816 0.097
H 7.4407 -1.3582 -1.2071 0.105
H 5.4176 -0.9551 0.1955 0.098
H 5.6854 0.2647 2.3455 0.083
N 5.1142 4.2737 2.9803 0.058
C 5.0768 5.5373 2.5623 -0.164
C 5.8308 6.0211 1.5043 -0.083
C 6.6756 5.1430 0.8440 -0.086
C 6.7295 3.8255 1.2662 -0.066
C 5.9308 3.4424 2.3335 -0.144
H 4.4041 6.1917 3.1068 0.099
H 5.7560 7.0583 1.2066 0.096
H 7.2815 5.4809 0.0127 0.102
H 7.3740 3.1045 0.7819 0.092
H 5.9424 2.4232 2.6914 0.075

***

No. 2
97
Properties=species:S:1:pos:R:3:lowdin_charge:R:1 method="wB97M-V/def2-TZVPD" total_charge=+2 lumo_ev=-5.63 homo_lumo_gap_ev=7.75 total_energy_ha=-3118.57044 de_lowest_ev=0.667 homo_energy_ev=-13.378
Ca 8.7391 12.5393 14.1315 1.395
C 10.0772 13.1819 18.7495 0.017
O 10.7569 11.9689 18.1839 0.060
C 10.2467 11.8860 16.9804 -0.345
N 9.3424 12.7033 16.5666 0.082
C 9.3768 13.8076 17.5217 -0.262
C 10.0281 15.0193 16.9765 -0.211
C 11.3155 14.9921 16.4499 -0.014
C 11.8269 16.1646 15.8583 -0.052
C 11.0426 17.3173 15.8985 -0.083
C 9.7832 17.3308 16.4367 -0.067
C 9.3011 16.1841 17.0353 -0.025
C 10.8110 10.7853 16.0737 -0.153
C 11.2990 9.5878 16.5333 0.065
C 11.8596 8.7072 15.5250 0.026
C 11.7939 9.0336 14.1614 0.025
C 11.1918 10.2876 13.8715 -0.209
N 10.7603 11.1213 14.7779 0.087
C 10.9066 10.7805 12.4706 -0.318
N 10.0663 11.7127 12.2234 0.071
C 10.1635 11.9154 10.7800 -0.247
C 11.3684 11.0640 10.2955 -0.045
O 11.6222 10.2969 11.4621 0.049
C 8.8467 11.9193 10.0519 -0.163
C 8.4979 10.9878 9.0558 -0.040
C 7.3334 11.1478 8.2972 -0.065
C 6.4478 12.1370 8.6479 -0.074
C 6.7422 13.0220 9.6744 -0.067
C 7.9378 12.9600 10.3902 -0.032
H 10.8691 13.7593 19.2015 0.136
H 9.4307 12.8249 19.5486 0.134
H 8.3691 14.0569 17.8387 0.126
H 11.8705 14.0825 16.5218 0.109
H 12.7939 16.2286 15.3985 0.103
H 11.3809 18.2803 15.4768 0.124
H 9.1077 18.1694 16.4737 0.116
H 8.3534 16.2476 17.5154 0.108
H 11.1892 9.2979 17.5520 0.124
H 12.2827 7.7385 15.8697 0.136
H 12.2305 8.3944 13.3646 0.145
H 10.4137 12.9791 10.7120 0.133
H 12.2302 11.7056 9.9280 0.160
H 11.1760 10.4144 9.4540 0.117
H 9.1397 10.1780 8.7111 0.109
H 7.1881 10.6047 7.3917 0.111
H 5.5944 12.3618 8.0180 0.118
H 5.9838 13.7524 9.9179 0.108
H 8.1389 13.7072 11.1403 0.081
C 6.3040 11.6926 17.7094 -0.043
C 5.9925 12.8668 16.8950 -0.266
C 6.0245 12.8312 15.4787 -0.053
C 5.5977 13.9223 14.6831 -0.287
C 5.4854 13.7604 13.1977 -0.060
C 5.2717 15.1009 15.2978 -0.037
C 5.2719 15.2486 16.6651 -0.244
C 4.8798 16.5579 17.3265 -0.031
C 5.6166 14.1208 17.4136 -0.005
H 7.0108 11.0041 17.3005 0.067
H 5.3972 11.1513 17.6124 0.085
H 6.4660 11.7864 18.8006 0.107
H 6.2227 11.9341 14.9658 0.069
H 6.3830 13.4875 12.6542 0.024
H 5.1067 14.6889 12.6145 0.122
H 4.7116 13.0402 12.8599 0.100
H 4.9940 15.9294 14.6241 0.134
H 5.2444 17.4278 16.6784 0.107
H 5.2854 16.6142 18.3096 0.063
H 3.8165 16.8006 17.3991 0.089
H 5.5892 14.1626 18.4889 0.120
O 7.9117 10.4959 13.8713 -0.181
C 7.6443 9.4384 13.2289 -0.436
C 6.2951 9.0759 12.7671 -0.057
C 6.1666 9.0713 11.1705 -0.139
C 6.5999 7.7683 10.5423 -0.214
C 8.0734 7.5553 10.7048 -0.183
C 8.4913 7.3364 12.1550 -0.138
N 8.6158 8.5559 12.9723 0.118
H 5.6103 9.8266 13.1992 0.129
H 6.1071 8.1142 13.2039 0.125
H 6.6864 9.9563 10.7791 0.092
H 5.0642 9.1748 10.9547 0.135
H 6.3163 7.8106 9.4856 0.124
H 6.0638 6.9358 10.9657 0.119
H 8.6205 8.4626 10.4025 0.101
H 8.4110 6.7386 10.0379 0.133
H 9.5266 6.9118 12.1322 0.138
H 7.8657 6.6119 12.6640 0.126
H 9.4954 8.7758 13.4171 0.105
I 8.6395 18.7082 11.7487 0.911
C 9.2126 16.8533 12.5067 -0.750
C 10.4735 16.2967 12.2083 -0.123
N 10.4667 15.0439 12.6863 -0.002
N 9.2833 14.7768 13.2881 -0.090
C 8.5579 15.8929 13.1917 -0.212
H 11.3253 16.7516 11.6875 0.137
H 11.2943 14.4767 12.6433 0.157
H 7.5011 15.8374 13.4308 0.109

***

No. 3
102
Properties=species:S:1:pos:R:3:lowdin_charge:R:1 method="wB97M-V/def2-TZVPD" total_charge=-1 lumo_ev=1.85 homo_lumo_gap_ev=5.16 total_energy_ha=-3908.55427 de_lowest_ev=0.000 homo_energy_ev=-3.302
Tl -1.2405 1.7283 -0.1494 0.567
C -3.8473 2.2449 -2.9727 -0.202
C -2.9810 1.3939 -3.9335 -0.209
N -1.8099 0.8787 -3.2608 -0.109
C -0.5877 0.7259 -4.0053 -0.298
C -0.0164 2.0707 -4.4760 -0.465
S 0.0062 3.3948 -3.2193 0.832
C -1.5221 4.3115 -3.6293 -0.450
C -2.6171 4.3406 -2.5579 -0.317
N -3.0508 3.0513 -2.0640 -0.136
H -4.4468 1.5794 -2.3510 0.089
H -4.5353 2.8547 -3.5806 0.112
H -2.6486 2.0091 -4.7698 0.089
H -3.6121 0.6033 -4.3687 0.109
H -2.0217 0.0891 -2.6699 0.066
H -0.6805 0.0775 -4.8958 0.111
H 0.1355 0.2632 -3.3324 0.084
H -0.5631 2.4610 -5.3350 0.059
H 1.0219 1.9268 -4.7758 0.063
H -1.8904 3.8989 -4.5680 0.053
H -1.2158 5.3410 -3.8160 0.064
H -3.4508 4.9241 -2.9870 0.115
H -2.2373 4.8833 -1.6924 0.024
H -3.5449 3.1858 -1.1855 0.037
N -3.6590 -0.2221 -0.5038 -0.023
N -4.7706 0.4359 0.0966 -0.058
C -4.4827 1.1324 1.3190 -0.567
N -5.4871 1.3894 2.1253 0.040
N -3.2057 1.4166 1.4873 -0.069
N -2.7496 2.0005 2.6944 -0.316
O -3.6916 2.8526 3.3108 -0.117
O -1.6872 2.8027 2.3961 -0.745
H -4.0035 -0.6957 -1.3284 0.072
H -3.2561 -0.9037 0.1376 0.030
H -5.5274 -0.2061 0.2868 0.098
H -6.3753 1.0730 1.7579 0.014
H -4.5704 2.4486 3.0722 0.020
C 1.0626 -6.6567 -3.6572 -0.055
C 1.0017 -5.3208 -2.9637 -0.276
C -0.0402 -4.4326 -3.2005 -0.041
C -0.0874 -3.2026 -2.5550 -0.084
C 0.9053 -2.8663 -1.6510 -0.356
C 1.9693 -3.7251 -1.4232 -0.055
C 2.0083 -4.9470 -2.0718 -0.031
S 0.9356 -1.2274 -0.8766 0.950
O 2.3678 -0.9545 -0.6076 -0.474
C 0.0948 -1.6903 0.6644 -0.302
C -1.2264 -2.1634 0.4803 -0.103
C -1.9851 -2.5364 1.5417 -0.023
C -1.4798 -2.4197 2.8582 -0.141
C -2.2567 -2.7847 3.9797 -0.028
C -1.7588 -2.6536 5.2445 -0.074
C -0.4586 -2.1507 5.4414 -0.060
C 0.3203 -1.8002 4.3746 0.002
C -0.1660 -1.9270 3.0509 -0.091
C 0.6400 -1.5685 1.9202 -0.139
C 2.0432 -1.1183 2.1901 -0.164
C 3.0904 -2.0915 2.2417 -0.102
C 2.8464 -3.4731 2.0477 -0.024
C 3.8647 -4.3842 2.1156 -0.086
C 5.1831 -3.9581 2.3743 -0.091
C 5.4467 -2.6303 2.5645 -0.039
C 4.4132 -1.6657 2.5135 -0.150
C 4.6628 -0.2903 2.7611 -0.012
C 3.6421 0.6061 2.7660 -0.040
C 2.3253 0.1892 2.4743 -0.283
S 0.9498 1.3734 2.6942 0.962
O 1.1689 1.8617 4.0814 -0.476
C 1.6675 2.6521 1.6355 -0.406
C 1.6155 3.9500 2.1050 -0.089
C 2.1601 4.9750 1.3439 -0.041
C 2.7388 4.7159 0.1088 -0.272
C 3.3558 5.8212 -0.7086 -0.055
C 2.7650 3.4010 -0.3555 -0.043
C 2.2324 2.3695 0.3973 -0.103
H 0.2474 -6.7701 -4.3709 0.071
H 0.9947 -7.4698 -2.9316 0.081
H 2.0071 -6.7728 -4.1914 0.079
H -0.8205 -4.6982 -3.9051 0.110
H -0.8916 -2.5053 -2.7674 0.102
H 2.7600 -3.4152 -0.7511 0.104
H 2.8373 -5.6231 -1.8896 0.116
H -1.6172 -2.2508 -0.5276 0.096
H -2.9868 -2.9262 1.3981 0.120
H -3.2603 -3.1601 3.8160 0.112
H -2.3704 -2.9196 6.0975 0.101
H -0.0767 -2.0312 6.4470 0.105
H 1.3141 -1.4037 4.5357 0.122
H 1.8333 -3.8052 1.8555 0.120
H 3.6589 -5.4385 1.9722 0.099
H 5.9810 -4.6880 2.4368 0.096
H 6.4578 -2.2975 2.7727 0.109
H 5.6784 0.0271 2.9694 0.112
H 3.8129 1.6485 3.0085 0.124
H 1.1596 4.1411 3.0687 0.114
H 2.1109 5.9940 1.7101 0.113
H 2.9396 6.7902 -0.4331 0.073
H 3.1827 5.6573 -1.7732 0.073
H 4.4360 5.8582 -0.5460 0.077
H 3.2093 3.1836 -1.3215 0.113
H 2.2977 1.3508 0.0292 0.086
Te -2.0910 4.4863 1.1351 0.599